(1)
The following is a quantum chemistry calculation of a molecular structure, C14H19N3OS, from the OMol25 dataset.

## Properties
Energy relative to the best compared isomer or geometry (same formula, charge and spin) in eV: 13.521
Calculated total energy in eV: -32167.3644

Geometry as ORCA input:
```
! RIJCOSX wB97M-V def2-TZVPD def2/J DEFGRID3
* xyz 0 1
C -0.00761 2.52789 1.47290
C 1.08938 2.52817 2.46373
C 1.85369 1.15400 2.58121
C 1.18364 0.08708 3.28260
H 1.67036 -0.03156 4.30864
H 0.12603 0.41896 3.37660
C 1.39024 -1.01836 2.67274
C 0.86237 -1.27205 1.25613
N 1.55698 -0.80097 0.30289
C 0.92071 -0.58774 -0.98705
C -0.57518 -1.06210 -1.08391
C -0.75793 -0.82424 -2.42411
C 0.44544 -0.15069 -3.33573
S 1.61428 -0.02958 -2.34166
C 0.00549 -0.02999 -4.69409
H 0.17571 1.15216 -4.97071
H 0.44277 -0.55783 -5.39700
C -1.64477 0.00196 -4.64374
H -2.05345 -0.73394 -5.64605
H -2.19548 0.94919 -4.58949
C -1.92537 -0.92820 -3.34981
H -3.04287 -0.42183 -2.75424
H -2.28228 -1.96893 -3.54642
C -1.37113 -1.35610 -0.02632
O -2.34994 -2.10447 -0.11032
N -0.54877 -1.55348 1.02762
N -1.09526 -1.94626 2.13344
H -1.58220 -1.47730 2.85067
H -2.11594 -2.33505 1.85748
H 2.43731 -1.32145 2.45781
H 0.90650 -2.17691 3.16712
H 2.36284 0.89664 1.72432
H 2.78635 1.42790 3.28318
H 1.90051 3.44292 2.38470
H 0.68841 2.80166 3.59081
H 0.35894 2.16336 0.56568
H -0.55154 1.54682 1.66300
H -0.67825 3.59035 1.47738
*
```

=====

(2)
The following is a quantum chemistry calculation of a molecular structure, C32H39FN2O4, from the OMol25 dataset.

## Properties
Calculated total energy in eV: -47699.8856

Geometry as ORCA input:
```
! RIJCOSX wB97M-V def2-TZVPD def2/J DEFGRID3
* xyz 0 1
C 0.70906 1.08674 4.88938
C 0.38074 2.12092 3.85372
O -1.06537 2.27911 3.80186
C -1.47448 2.98071 2.72862
C -2.91131 3.55911 2.85043
F -3.70820 3.00834 3.88580
C -3.43295 3.33435 1.43013
O -3.59234 4.32596 0.72878
O -3.67524 2.03980 1.14837
C -4.21145 1.79324 -0.16133
C -4.81275 0.41991 -0.23640
O -0.86521 3.34146 1.74380
H 1.78285 1.12679 5.09085
H 0.18413 1.24668 5.83669
H 0.49218 0.07216 4.53727
H 0.82288 3.09183 4.13540
H 0.77361 1.83891 2.86711
H -4.97824 2.53747 -0.38921
H -3.41687 1.89370 -0.90346
H -5.20543 0.26610 -1.24370
H -4.10205 -0.38691 -0.05821
H -5.65132 0.29118 0.45032
C 2.55115 7.32101 4.84931
C 2.12263 8.01113 6.13033
N 0.75441 8.47729 6.05453
C 0.45227 9.51532 7.02054
C -0.84807 10.19876 6.66157
C -1.97481 9.16946 6.50187
C -1.59292 7.98444 5.68835
C -0.22546 7.71020 5.47315
C 0.12814 6.60195 4.64239
C -0.83669 5.83161 4.05413
C -2.23692 6.05165 4.30223
C -3.23656 5.35603 3.62075
C -4.53115 5.77997 3.34374
C -5.61824 4.93861 2.92334
C -6.88545 5.42538 2.73401
C -7.21161 6.78970 3.01847
N -8.51923 7.20717 2.98628
C -9.54014 6.42132 2.32922
C -9.35349 4.93477 2.56308
C -7.93155 4.49925 2.23383
C -8.89199 8.59948 3.14065
C -7.97805 9.28697 4.12861
C -6.50935 9.08456 3.72975
C -6.17522 7.66617 3.40236
C -4.87233 7.19617 3.45435
C -2.56283 7.13433 5.19731
C 1.55517 6.24406 4.43260
H 2.64133 8.05954 4.04520
H 3.53654 6.87212 4.99443
H 2.25156 7.32379 6.98856
H 2.76229 8.88090 6.32542
H 0.39009 9.08292 8.03698
H 1.29737 10.22086 7.02733
H -1.07542 10.93107 7.44067
H -0.70784 10.76473 5.73441
H -2.26415 8.84966 7.51427
H -2.84659 9.67949 6.07757
H -0.50814 5.11043 3.28149
H -2.65157 4.69476 2.80397
H -5.44624 3.85879 2.79292
H -10.51625 6.74732 2.71012
H -9.53244 6.63250 1.24381
H -9.58088 4.69123 3.60686
H -10.05331 4.38157 1.93371
H -7.83075 4.40686 1.14125
H -7.73636 3.50420 2.64455
H -8.83495 9.10617 2.15986
H -9.94363 8.63654 3.46438
H -8.24391 10.34721 4.16200
H -8.16910 8.88684 5.13013
H -6.31372 9.75267 2.87511
H -5.88213 9.44157 4.55154
H -4.06464 7.89916 3.51484
H -3.59307 7.29543 5.42207
H 1.71237 5.98838 3.37831
H 1.76329 5.32418 5.00150
*
```

=====

(3)
The following is a quantum chemistry calculation of 9 unconnected molecules or ions with the total composition C29H80N14O13, from the OMol25 dataset.

## Properties
Structure (SMILES): COCCNCCOC.COCCNCCOC.COCCNCCOC.COCCNCCOC.NC(N)=O.NC(N)=O.NC(N)=O.NC(N)=O.NC(N)=O
Energy relative to the best compared isomer or geometry (same formula, charge and spin) in eV: 6.604
Calculated total energy in eV: -78841.2993

Geometry as ORCA input:
```
! RIJCOSX wB97M-V def2-TZVPD def2/J DEFGRID3
* xyz 0 1
C -3.08278 0.22930 -2.11404
O -3.78595 0.64768 -0.98110
C -4.86015 -0.29077 -0.61914
C -4.19597 -1.54045 0.08260
N -4.51742 -2.82081 -0.55328
C -3.55055 -3.93166 -0.32817
C -3.30359 -4.25978 1.18094
O -4.48912 -4.36839 1.90447
C -4.38897 -5.08082 3.11425
H -3.70026 0.27205 -3.01126
H -2.67771 -0.78020 -2.04387
H -2.17382 0.80623 -2.28448
H -5.50256 -0.48142 -1.47882
H -5.34426 0.33685 0.12908
H -4.27316 -1.62034 1.16692
H -3.12423 -1.41536 -0.07181
H -5.50834 -3.01487 -0.57619
H -2.72457 -3.45950 -0.86007
H -3.80597 -4.83004 -0.89010
H -2.58449 -3.51711 1.52656
H -2.79289 -5.22216 1.21420
H -4.05429 -4.39864 3.89574
H -3.67402 -5.90215 3.06564
H -5.41514 -5.42671 3.23846
C -1.60440 -4.13263 -3.84043
O -1.16143 -4.21191 -2.50267
C -0.07495 -3.40140 -2.24169
C -0.10064 -2.65693 -0.88910
N 1.00546 -1.70483 -0.77801
C 0.94742 -0.82026 0.43321
C 1.74909 0.54006 0.25602
O 1.19037 1.38892 -0.87536
C 0.37019 2.41116 -0.44678
H -1.78060 -5.14405 -4.20660
H -1.10295 -3.51084 -4.58207
H -2.48678 -3.50591 -3.71110
H -0.12636 -2.56736 -2.94158
H 0.82300 -4.01540 -2.31097
H 0.11808 -3.42530 -0.14757
H -1.10082 -2.33484 -0.59929
H 1.38528 -1.23135 -1.58526
H 1.50364 -1.44274 1.13409
H -0.02425 -0.84314 0.92660
H 2.81371 0.55271 0.02249
H 1.91541 0.99974 1.23026
H 0.49013 3.23850 -1.14623
H 0.66569 2.84693 0.50761
H -0.66812 2.08028 -0.42380
C 3.70213 -3.20126 0.95694
O 4.31671 -2.87834 2.19454
C 3.71672 -1.77438 2.90427
C 4.36126 -1.75647 4.23842
N 4.34022 -3.12721 4.89765
C 4.61957 -3.20005 6.26104
C 4.16143 -4.49570 6.78499
O 5.18370 -5.44921 6.71939
C 6.08555 -5.32758 7.74007
H 2.76152 -3.71958 1.14321
H 4.31960 -3.94958 0.46010
H 3.48941 -2.30674 0.37154
H 2.65701 -2.01192 2.99743
H 3.78538 -0.96654 2.17571
H 3.94429 -0.89263 4.75610
H 5.41255 -1.49144 4.12589
H 5.06128 -3.59232 4.36489
H 4.11285 -2.43512 6.84944
H 5.63632 -2.86401 6.46446
H 3.43554 -4.99635 6.14426
H 3.64395 -4.43970 7.74269
H 6.47704 -4.32288 7.89944
H 6.85092 -6.04114 7.43487
H 5.66256 -5.58762 8.71042
C 4.90764 9.48352 1.99719
O 4.58645 8.17357 1.46191
C 3.26303 7.68958 1.66750
C 3.12374 6.41841 1.05114
N 3.50715 6.58343 -0.37789
C 3.32840 5.41489 -1.27378
C 4.16254 4.09675 -0.81464
O 3.62123 3.42874 0.24650
C 4.46797 2.63631 1.08757
H 4.58754 9.45319 3.03868
H 4.31042 10.21895 1.45816
H 5.99149 9.51174 1.88492
H 2.66579 8.47139 1.19825
H 3.18682 7.67150 2.75468
H 2.12955 5.97796 1.12664
H 3.75026 5.64326 1.49241
H 4.47522 6.86220 -0.45017
H 3.69491 5.95890 -2.14430
H 2.30459 5.15573 -1.54353
H 5.21992 4.25099 -0.59953
H 4.25285 3.48661 -1.71334
H 5.42500 2.92772 1.52030
H 4.83128 1.89566 0.37516
H 3.86353 2.04919 1.77899
N 0.78534 2.44692 -3.50716
C 1.61358 3.37061 -3.91831
N 0.90122 4.33869 -4.48335
O 2.75020 3.24547 -3.61482
H 1.15007 1.88300 -2.75279
H -0.11805 2.18031 -3.87174
H 0.02240 4.15209 -4.02187
H 1.34618 5.20090 -4.76393
N -3.79863 3.61618 0.05570
C -4.77823 3.90101 -0.77054
N -5.04290 2.85738 -1.57177
O -5.34264 5.02603 -0.88233
H -3.53645 2.64200 0.00753
H -3.43976 4.35515 0.64328
H -4.38205 2.10820 -1.72044
H -5.89116 3.01816 -2.09589
N -5.76987 -4.15652 -3.99575
C -6.10913 -2.95452 -4.36524
N -5.07092 -2.16360 -4.33395
O -7.16873 -2.73751 -4.85843
H -6.56517 -4.77321 -4.08104
H -4.96353 -4.32937 -3.41261
H -4.19087 -2.65200 -4.41802
H -5.12346 -1.15795 -4.41145
N -2.49991 0.57532 1.72704
C -1.68576 0.76862 2.80398
N -2.42499 0.98759 3.85339
O -0.50646 0.74235 2.72997
H -3.44046 0.91663 1.86480
H -1.95529 0.49874 0.87992
H -3.37570 1.26775 3.65902
H -1.83036 1.25074 4.62622
N -2.63609 -1.98493 -7.49332
C -2.78717 -1.03301 -6.59675
N -3.42701 0.02631 -7.06158
O -2.14578 -1.02040 -5.55901
H -3.29849 -1.96404 -8.25548
H -2.32170 -2.89958 -7.20230
H -4.05679 -0.11115 -7.83913
H -3.49624 0.88884 -6.54068
*
```